This record from the OMol25 dataset describes a gas-phase ion, C4H10BrN2 (charge +1) at a distorted geometry. The level of theory is wB97M-V/def2-TZVPD.

**Relative energy (zero: lowest compared OMol25 entry of this formula, charge and spin)**: 15.7 kcal per mole
**Frontier orbital gap**: 10.56 eV
**HOMO level**: -15.019 eV
**SMILES**: CC(C)/[NH+]=C(/N)Br
**E**: -77325.76842 eV

Geometry as ORCA input:
```
! wB97M-V def2-TZVPD RIJCOSX def2/J DEFGRID3
* xyz 1 1
C -1.882 0.581 0.796
C -0.435 0.712 0.166
C -0.473 1.177 -1.249
N 0.228 -0.622 0.347
C 1.464 -0.930 -0.043
N 2.056 -2.064 0.194
Br 2.544 0.565 -0.572
H -1.852 0.345 1.911
H -2.330 1.544 0.764
H -2.517 -0.138 0.247
H 0.169 1.370 0.932
H -1.202 1.914 -1.491
H -0.637 0.359 -1.922
H 0.580 1.386 -1.472
H -0.348 -1.249 0.878
H 1.757 -2.670 0.894
H 2.877 -2.281 -0.380
*
```

Calculated atomic charges, method Löwdin, unit e:
1. C -0.044
2. C -0.415
3. C -0.090
4. N 0.061
5. C -0.660
6. N 0.160
7. Br 0.969
8. H 0.107
9. H 0.068
10. H 0.096
11. H 0.167
12. H 0.093
13. H 0.091
14. H -0.019
15. H 0.154
16. H 0.120
17. H 0.143